{
  "formula": "C72H180N12O24",
  "method": "wB97M-V/def2-TZVPD",
  "multiplicity": 1,
  "gap_ev": 8.581,
  "smiles": "COCCNCCOC.COCCNCCOC.COCCNCCOC.COCCNCCOC.COCCNCCOC.COCCNCCOC.COCCNCCOC.COCCNCCOC.COCCNCCOC.COCCNCCOC.COCCNCCOC.COCCNCCOC",
  "energy_ha": -5312.99066,
  "e_above_lowest_kj_mol": 1320.2,
  "species": ["C", "O", "C", "C", "N", "C", "C", "O", "C", "H", "H", "H", "H", "H", "H", "H", "H", "H", "H", "H", "H", "H", "H", "H", "C", "O", "C", "C", "N", "C", "C", "O", "C", "H", "H", "H", "H", "H", "H", "H", "H", "H", "H", "H", "H", "H", "H", "H", "C", "O", "C", "C", "N", "C", "C", "O", "C", "H", "H", "H", "H", "H", "H", "H", "H", "H", "H", "H", "H", "H", "H", "H", "C", "O", "C", "C", "N", "C", "C", "O", "C", "H", "H", "H", "H", "H", "H", "H", "H", "H", "H", "H", "H", "H", "H", "H", "C", "O", "C", "C", "N", "C", "C", "O", "C", "H", "H", "H", "H", "H", "H", "H", "H", "H", "H", "H", "H", "H", "H", "H", "C", "O", "C", "C", "N", "C", "C", "O", "C", "H", "H", "H", "H", "H", "H", "H", "H", "H", "H", "H", "H", "H", "H", "H", "C", "O", "C", "C", "N", "C", "C", "O", "C", "H", "H", "H", "H", "H", "H", "H", "H", "H", "H", "H", "H", "H", "H", "H", "C", "O", "C", "C", "N", "C", "C", "O", "C", "H", "H", "H", "H", "H", "H", "H", "H", "H", "H", "H", "H", "H", "H", "H", "C", "O", "C", "C", "N", "C", "C", "O", "C", "H", "H", "H", "H", "H", "H", "H", "H", "H", "H", "H", "H", "H", "H", "H", "C", "O", "C", "C", "N", "C", "C", "O", "C", "H", "H", "H", "H", "H", "H", "H", "H", "H", "H", "H", "H", "H", "H", "H", "C", "O", "C", "C", "N", "C", "C", "O", "C", "H", "H", "H", "H", "H", "H", "H", "H", "H", "H", "H", "H", "H", "H", "H", "C", "O", "C", "C", "N", "C", "C", "O", "C", "H", "H", "H", "H", "H", "H", "H", "H", "H", "H", "H", "H", "H", "H", "H"],
  "coordinates": [[-0.7029, 3.0688, 6.2206], [-0.4685, 4.4128, 6.1509], [-0.2196, 4.9692, 4.8233], [-0.2042, 6.5357, 5.0486], [0.2433, 7.3423, 3.8635], [-0.6117, 7.2224, 2.7629], [-1.9087, 8.1484, 2.8584], [-1.4448, 9.5233, 2.8249], [-2.4114, 10.4159, 3.4880], [-0.2886, 2.6277, 7.1272], [0.0151, 2.6244, 5.5314], [-1.7297, 2.7358, 6.0697], [-1.0853, 4.6287, 4.2551], [0.7551, 4.7262, 4.4001], [0.5440, 6.8353, 5.7825], [-1.1441, 6.8816, 5.4788], [1.1527, 6.9764, 3.6200], [-0.9046, 6.2515, 2.3634], [-0.0898, 7.6390, 1.9015], [-2.5833, 7.8062, 3.6431], [-2.3739, 7.9993, 1.8839], [-2.6970, 9.9722, 4.4418], [-3.1706, 10.7191, 2.7670], [-1.8055, 11.2500, 3.8419], [1.5582, -7.5956, 2.8209], [2.3305, -7.7588, 1.6344], [3.3203, -6.8108, 1.5061], [2.7858, -5.4603, 1.1183], [3.1819, -4.5176, 2.1827], [2.1060, -3.5570, 2.3401], [0.7251, -3.8578, 3.0392], [1.0503, -4.1007, 4.4203], [-0.1278, -4.3631, 5.1473], [0.9590, -8.5047, 2.8711], [0.7827, -6.8795, 3.0928], [2.1562, -7.5390, 3.7305], [3.8057, -7.1091, 0.5768], [4.2190, -6.8167, 2.1229], [1.7236, -5.4301, 0.8754], [3.1794, -5.1425, 0.1527], [3.2191, -4.9712, 3.0843], [2.0546, -2.8590, 1.5044], [2.6200, -2.8256, 2.9638], [0.1707, -4.6439, 2.5266], [0.0573, -3.0048, 2.9190], [-0.9351, -3.6792, 4.8854], [0.1775, -4.4261, 6.1918], [-0.4481, -5.3826, 4.9325], [-2.3640, 1.5217, 0.6851], [-1.2813, 0.7469, 1.0062], [-0.1599, 0.7279, 0.1052], [-0.3013, -0.2822, -1.0467], [-0.3545, -1.6921, -0.4496], [-0.5334, -2.7965, -1.4421], [-2.0904, -2.8685, -1.6933], [-2.7482, -2.7238, -0.4280], [-4.1562, -3.0384, -0.3845], [-2.0788, 2.5736, 0.6712], [-2.9504, 1.3324, 1.5842], [-2.8590, 1.0915, -0.1855], [0.7872, 0.5416, 0.6114], [0.0892, 1.6151, -0.4770], [0.5538, -0.2537, -1.7221], [-1.2075, -0.1274, -1.6322], [-1.2941, -1.7587, -0.0853], [-0.1869, -3.7130, -0.9645], [0.0216, -2.6207, -2.3637], [-2.2061, -3.7782, -2.2825], [-2.2456, -1.9628, -2.2795], [-4.5380, -3.3924, -1.3422], [-4.6222, -2.1707, 0.0824], [-4.4067, -3.8124, 0.3410], [3.8786, -1.5589, -0.4103], [4.4345, -0.6195, -1.3260], [4.1483, -0.8978, -2.6919], [5.1700, -1.9592, -3.1684], [4.4741, -3.2318, -2.9616], [5.0252, -4.2627, -3.8358], [4.4941, -5.6645, -3.4361], [3.4400, -6.0857, -4.3492], [2.2248, -5.4509, -3.9439], [3.8287, -1.1937, 0.6155], [4.3712, -2.5312, -0.3973], [2.8276, -1.7437, -0.6324], [4.3339, -0.0558, -3.3587], [3.0676, -1.0396, -2.7042], [6.1764, -2.0126, -2.7531], [5.4605, -1.7721, -4.2022], [4.4619, -3.1662, -1.9538], [6.1055, -4.2678, -3.6908], [5.0261, -4.0486, -4.9046], [4.2514, -5.7994, -2.3821], [5.1638, -6.4998, -3.6406], [1.4208, -5.8378, -4.5701], [2.1281, -4.3673, -4.0114], [2.0755, -5.8023, -2.9230], [6.8136, -2.3095, -9.4771], [5.6904, -1.5904, -9.0171], [5.9971, -0.6539, -8.0407], [4.6996, 0.0742, -7.6381], [3.9330, -0.7893, -6.7411], [2.5503, -0.3743, -6.7095], [1.7523, -1.3266, -5.6523], [0.4074, -1.1032, -6.0051], [-0.4183, -1.9192, -5.1931], [6.7551, -2.7396, -10.4770], [6.8292, -3.1795, -8.8206], [7.7599, -1.7688, -9.4661], [6.7032, 0.0977, -8.3939], [6.4705, -1.3670, -7.3659], [4.1567, 0.2826, -8.5600], [4.9563, 1.0228, -7.1666], [4.0644, -1.7447, -7.0413], [2.1193, -0.5706, -7.6913], [2.3537, 0.6838, -6.5367], [1.9067, -0.9255, -4.6506], [2.0197, -2.3810, -5.7217], [-1.1454, -1.2470, -4.7375], [0.0235, -2.3565, -4.2977], [-0.8634, -2.7218, -5.7812], [-4.9810, -0.9347, -5.3974], [-6.0605, -0.5583, -6.3541], [-7.3383, -0.1717, -5.7912], [-7.3452, 0.9167, -4.8013], [-6.7981, 2.2424, -5.0922], [-7.8047, 3.0467, -5.8421], [-7.2201, 4.3081, -6.4613], [-8.2051, 4.9592, -7.1824], [-7.9608, 6.0722, -7.9798], [-4.1537, -0.2253, -5.4182], [-4.6957, -1.9595, -5.6355], [-5.3969, -0.8572, -4.3929], [-7.6448, -1.1007, -5.3104], [-7.9148, 0.0162, -6.6970], [-6.7697, 0.5692, -3.9433], [-8.3945, 1.0277, -4.5278], [-6.0959, 2.0792, -5.7996], [-8.6050, 3.4802, -5.2424], [-8.1776, 2.4829, -6.6972], [-6.5173, 4.1234, -7.2738], [-6.7156, 5.0639, -5.8593], [-8.1184, 6.9691, -7.3808], [-8.6677, 5.9526, -8.8009], [-7.0702, 5.9787, -8.6011], [-4.7559, -7.8820, 3.6652], [-5.9984, -7.5201, 2.8986], [-5.8628, -7.1618, 1.5334], [-7.1556, -6.3815, 1.0792], [-7.2310, -5.0952, 1.7880], [-8.4577, -4.3142, 1.6251], [-9.6992, -4.8277, 2.3112], [-10.9032, -4.2307, 1.8352], [-12.0452, -4.9194, 2.2844], [-4.9691, -8.3832, 4.6093], [-4.2868, -6.9640, 4.0192], [-3.9722, -8.3828, 3.0967], [-5.8353, -8.0923, 0.9663], [-5.0054, -6.5083, 1.3722], [-8.0350, -7.0188, 1.1717], [-7.1274, -6.1656, 0.0112], [-7.1153, -5.3555, 2.7570], [-8.5680, -4.1687, 0.5505], [-8.2001, -3.3009, 1.9334], [-9.6004, -4.6411, 3.3806], [-9.7762, -5.8986, 2.1233], [-12.7923, -4.1333, 2.3934], [-12.0722, -5.3212, 3.2973], [-12.3371, -5.6782, 1.5583], [3.0530, 2.4854, 5.6777], [4.3035, 3.1740, 6.1549], [4.2120, 3.7632, 7.3989], [5.5268, 4.4454, 7.6873], [6.5142, 3.4959, 8.2065], [7.6345, 4.1586, 8.8098], [7.2779, 4.9629, 10.0773], [7.2480, 6.3650, 9.8154], [6.6142, 7.1220, 10.8555], [3.0982, 2.2714, 4.6098], [2.0635, 2.9156, 5.8326], [2.9588, 1.6554, 6.3779], [3.9430, 2.9046, 8.0142], [3.3670, 4.4435, 7.2933], [5.3430, 4.9732, 8.6231], [5.9726, 5.0517, 6.8987], [6.7011, 2.7581, 7.5425], [8.0084, 4.8773, 8.0806], [8.3803, 3.4338, 9.1363], [7.9816, 4.9216, 10.9087], [6.2915, 4.6717, 10.4381], [6.7106, 8.2060, 10.7938], [7.0472, 6.8064, 11.8047], [5.5576, 6.8548, 10.8359], [3.3894, 2.3446, -0.1369], [2.5751, 3.4114, -0.4792], [2.1101, 4.1044, 0.6956], [1.4222, 5.4263, 0.2908], [0.1170, 5.0419, -0.3463], [-0.0892, 5.5396, -1.7642], [-1.0991, 4.6502, -2.3933], [-0.4534, 3.5162, -3.1369], [-1.2750, 2.6931, -3.9800], [4.0043, 2.5839, 0.7307], [3.8163, 1.8594, -1.0147], [2.8497, 1.4818, 0.2535], [2.9554, 4.2643, 1.3649], [1.3769, 3.4034, 1.0944], [1.9603, 6.0758, -0.3997], [1.2984, 5.9880, 1.2167], [0.0964, 4.0441, -0.5013], [0.8333, 5.5906, -2.3426], [-0.4202, 6.5726, -1.6578], [-1.8057, 5.2719, -2.9431], [-1.7723, 4.1173, -1.7217], [-1.8243, 3.2774, -4.7182], [-1.9964, 2.2138, -3.3182], [-0.6924, 1.8762, -4.4059], [6.4479, 0.6835, 1.7164], [6.7839, 0.9669, 0.3924], [7.3835, -0.0392, -0.3988], [7.7544, 0.6459, -1.7045], [8.7880, -0.1809, -2.2369], [9.1172, 0.3122, -3.5977], [10.3380, -0.6000, -4.1371], [11.4846, -0.6514, -3.2201], [12.6110, -1.1373, -3.7849], [5.4732, 1.1038, 1.9642], [7.1401, 0.9423, 2.5176], [6.3169, -0.3942, 1.8140], [6.7474, -0.8983, -0.6118], [8.2326, -0.3754, 0.1963], [8.1682, 1.6439, -1.5598], [6.8841, 0.7379, -2.3543], [9.5853, -0.4331, -1.6706], [9.4217, 1.3564, -3.5270], [8.2474, 0.3022, -4.2545], [10.6096, -0.0337, -5.0279], [9.9848, -1.5441, -4.5521], [12.8020, -2.1669, -3.4823], [13.4101, -0.6615, -3.2164], [12.7610, -1.0162, -4.8577], [-4.0298, 7.3309, 9.2757], [-3.6662, 6.9037, 8.0028], [-4.1451, 5.5950, 7.5955], [-3.9844, 5.1957, 6.0842], [-4.5961, 5.9874, 5.0931], [-4.5565, 5.2496, 3.7847], [-5.4368, 5.9690, 2.8549], [-4.8124, 7.2064, 2.5657], [-5.6363, 7.9915, 1.6149], [-3.9499, 6.5346, 10.0156], [-5.0492, 7.6970, 9.1539], [-3.3694, 8.1177, 9.6404], [-5.1392, 5.3516, 7.9702], [-3.5720, 4.9364, 8.2480], [-4.3912, 4.1848, 6.1111], [-2.9053, 5.0923, 5.9704], [-4.3604, 6.9695, 5.1018], [-4.9854, 4.2906, 4.0753], [-3.5242, 5.1621, 3.4456], [-6.4301, 6.0400, 3.2982], [-5.6652, 5.3555, 1.9834], [-5.0399, 8.7229, 1.0695], [-6.5341, 8.3724, 2.1017], [-6.0610, 7.3390, 0.8520], [-5.7434, -5.9435, -3.3915], [-4.9412, -4.8296, -3.7290], [-3.9314, -4.9563, -4.7500], [-3.0033, -6.2671, -4.6097], [-2.3958, -6.2583, -3.2927], [-1.8513, -7.5029, -3.0656], [-0.9558, -7.4321, -1.8760], [0.0799, -8.3568, -2.1397], [1.2356, -8.1622, -1.2102], [-6.2094, -6.3383, -4.2943], [-6.5024, -5.7693, -2.6288], [-5.0926, -6.7679, -3.1000], [-3.2930, -4.0729, -4.7371], [-4.4562, -4.8573, -5.7002], [-2.2951, -6.4421, -5.4196], [-3.7991, -7.0054, -4.7085], [-3.1299, -6.0389, -2.6346], [-1.2650, -7.7982, -3.9357], [-2.5352, -8.3041, -2.7851], [-1.2765, -7.7827, -0.8950], [-0.4897, -6.4473, -1.9081], [1.4877, -7.1656, -0.8477], [2.1865, -8.5415, -1.5845], [0.8631, -8.7784, -0.3919]],
  "forces_ev_per_a": [[1.6, -1.5, -0.5], [0.6, 2.2, -0.1], [-1.1, 1.4, 2.0], [0.9, 0.0, -0.6], [-0.2, -1.5, 2.2], [-2.0, 2.1, -2.1], [2.4, -0.5, -1.7], [-1.7, -0.3, 1.7], [2.4, -0.7, -0.2], [-0.5, 0.5, 0.7], [-0.6, -0.8, -0.8], [-0.1, 0.1, -0.2], [0.3, 0.2, -0.8], [0.0, -0.7, 0.0], [0.0, -0.7, 0.4], [-0.2, 0.0, -0.4], [0.3, 0.2, 0.0], [-0.2, -0.6, 0.6], [0.1, 0.3, -0.1], [0.0, 0.7, 0.3], [-0.6, -0.3, 0.1], [-0.9, -0.3, -0.3], [-0.3, -0.1, 0.5], [-0.1, 0.4, -0.5], [-0.5, -2.0, 1.2], [-1.2, 0.2, 1.9], [0.9, -0.1, -3.8], [0.9, 0.8, 1.1], [-2.1, 0.0, -1.0], [0.5, 2.7, 1.3], [2.0, 0.3, -0.7], [-0.7, 0.2, -1.2], [0.7, -1.1, 0.2], [0.3, -0.3, 0.2], [0.1, 1.3, -1.6], [0.7, -0.3, -0.1], [0.2, -0.6, -0.3], [-0.6, 0.1, 1.3], [-0.4, -0.5, 0.7], [0.7, 0.2, 0.0], [0.3, -0.6, 0.0], [-0.7, -0.8, -0.9], [-0.5, 0.3, 1.0], [0.1, -0.8, 0.4], [0.2, 0.5, 0.2], [0.0, 0.2, 0.4], [-0.4, 0.7, 0.1], [-0.4, -0.2, -0.3], [-0.5, -0.2, 0.8], [3.5, -1.1, -0.3], [0.0, -0.5, -1.4], [-0.2, -2.4, 1.4], [0.4, 0.7, -1.1], [-1.1, 0.9, 1.1], [2.1, 0.4, -0.2], [-0.4, -1.4, -0.8], [0.5, 0.2, 0.6], [-0.3, 0.3, -0.6], [-0.8, 0.5, -0.3], [-0.3, 0.7, -0.3], [-0.4, -0.4, 0.6], [-0.8, 1.1, 0.5], [0.1, 0.3, 0.1], [-0.1, 0.5, -0.2], [0.3, 0.6, 1.4], [0.1, -0.1, -0.1], [-0.1, -0.1, 0.0], [-1.0, -0.1, 0.3], [-0.7, -0.1, -0.4], [-0.1, 0.6, -0.1], [-0.4, 0.3, -0.8], [0.6, -0.5, 0.1], [-0.7, 0.3, -0.3], [-0.1, 0.6, 1.1], [2.0, 0.5, 0.5], [-1.8, -0.4, -1.3], [-0.1, 1.5, -2.1], [1.1, -1.3, 2.9], [0.2, -0.9, -2.7], [-0.4, 1.5, 1.1], [-0.5, -1.2, -0.3], [0.7, 0.4, -0.1], [0.4, 0.0, 0.2], [-0.3, -0.1, -0.4], [0.0, 0.8, 0.7], [0.1, -1.1, -0.7], [0.0, 0.8, 1.1], [-0.8, -0.2, -0.5], [0.0, -2.4, 0.0], [0.7, -0.4, 0.3], [-1.3, 0.2, 0.0], [-0.5, 0.6, 0.1], [0.9, 0.5, 0.1], [0.0, -0.3, 0.0], [0.8, 0.2, 0.1], [-0.6, 0.4, 0.3], [-0.1, -1.0, 0.6], [-0.9, 0.1, -3.1], [-0.1, 0.1, 0.1], [1.2, -1.4, 0.6], [0.7, 1.6, 0.4], [-1.0, -3.0, 0.8], [0.8, 2.9, -2.0], [-0.1, -1.1, 0.7], [-0.8, 0.7, 0.2], [-0.8, 0.5, -0.2], [0.8, -0.3, 0.2], [-0.1, 0.3, 0.4], [0.4, 0.0, -0.1], [0.2, 1.2, 1.7], [-0.1, 0.1, -0.3], [-0.1, 0.0, 0.2], [-0.5, -0.1, -0.1], [-0.5, 0.0, -0.2], [0.5, 0.0, 0.6], [0.3, -0.3, 0.2], [0.3, 0.0, -0.1], [-0.7, -0.2, -0.3], [0.8, -0.1, -0.3], [-0.2, 0.1, 0.0], [-2.1, 0.6, -0.5], [1.7, 0.6, 0.6], [1.5, -1.7, -1.5], [0.2, 0.7, 1.5], [-1.1, 0.5, -1.3], [0.9, 1.0, -0.2], [1.7, 0.9, -1.7], [-2.7, -0.6, 0.3], [-0.4, -0.9, -0.7], [0.0, -0.1, -0.5], [0.2, 0.2, 0.1], [0.1, -0.4, 0.1], [-0.9, 0.1, 0.2], [-0.3, 0.0, 0.2], [-0.3, -0.1, 0.3], [0.0, 0.1, 0.5], [0.7, 0.0, 0.0], [-0.2, -0.9, 0.4], [-0.6, 0.0, 0.1], [1.0, -1.0, 0.3], [0.0, -0.4, 1.1], [0.5, 0.3, -0.5], [-0.7, 0.7, 0.3], [1.0, 0.4, 0.7], [-0.8, 1.6, -0.8], [1.3, -0.6, 1.7], [-1.3, 0.3, -0.1], [0.7, 0.1, 0.2], [-0.1, -1.0, 0.4], [0.9, 0.8, -0.9], [-0.3, -0.3, -0.3], [1.0, -0.1, 0.5], [-0.9, 1.0, -0.1], [-0.7, -0.5, -0.6], [0.0, 0.4, -0.3], [-0.5, -0.4, -0.3], [0.4, 0.1, -0.4], [0.2, -0.1, -0.1], [-0.2, -0.2, 0.5], [0.5, 0.0, -0.2], [0.1, 0.3, 0.4], [-0.5, -0.4, -0.2], [-0.2, 0.1, 0.4], [-0.1, -0.2, 0.3], [0.1, -0.3, 0.2], [-0.5, -0.2, -0.6], [1.0, -0.4, 0.1], [-0.2, -0.1, 0.1], [1.4, 0.3, 1.7], [-1.5, -1.2, -3.9], [-0.8, -0.2, -1.0], [0.1, -1.2, 2.3], [-1.2, -0.8, 0.1], [0.3, 0.4, 0.4], [-0.4, 1.1, 0.2], [-0.2, 1.3, -0.7], [0.1, -1.4, -0.2], [0.6, -0.3, 0.3], [0.4, 1.5, 0.2], [0.2, -0.9, -0.6], [0.2, 0.5, 1.4], [0.0, 0.6, 0.8], [-0.3, 1.1, -0.5], [-0.6, 0.3, -0.2], [0.5, 0.2, 0.1], [0.9, 0.2, 0.1], [0.1, 0.0, -0.5], [0.3, -1.0, 0.0], [-0.1, -0.4, 0.2], [0.3, -0.2, -0.7], [-0.1, 0.1, 0.3], [-0.3, 0.2, 0.3], [-0.4, -1.4, 0.4], [-0.2, 1.2, 0.0], [0.2, 0.1, -1.7], [-0.9, -1.6, -0.3], [0.5, 0.8, -0.9], [0.6, 0.1, 2.3], [-0.9, -2.0, -1.5], [0.2, 1.5, -0.2], [-0.3, 0.7, 1.7], [1.0, 0.2, -0.5], [0.8, 0.8, 0.1], [-0.9, -0.2, 0.3], [0.0, 0.0, 0.3], [-0.2, 0.3, 0.9], [0.5, -0.3, 0.0], [-0.4, 0.1, 0.0], [0.3, -0.3, 0.5], [0.2, -0.4, -0.1], [-0.4, 0.0, -0.3], [0.2, -0.2, -1.1], [0.2, 0.3, 0.8], [0.2, 0.0, -0.3], [-0.5, -0.2, -0.1], [0.3, 0.5, -0.2], [-0.7, -1.5, 0.1], [-0.6, 1.1, 0.1], [-0.2, 1.2, 0.8], [1.1, -0.7, 1.7], [-0.8, -0.5, -3.3], [2.5, -2.3, 1.8], [-0.8, 2.3, -0.2], [-4.3, 1.0, -0.7], [2.6, -0.9, 0.8], [0.0, 0.3, -0.1], [0.5, 0.5, -0.4], [-0.1, -0.4, 0.2], [-0.3, 0.0, 0.2], [0.6, -0.3, -0.5], [-0.4, 0.5, 0.5], [0.0, -0.3, -0.2], [-0.1, 0.6, 0.0], [0.4, 0.3, -0.2], [0.0, -0.5, -0.1], [0.7, 0.0, -0.2], [0.1, -0.5, 0.8], [-0.4, -0.7, -0.5], [0.5, 0.5, -0.5], [-0.3, 0.2, 0.0], [-0.6, -0.2, -0.1], [0.5, -0.5, -2.1], [0.3, 0.3, 0.8], [1.2, 0.4, 3.0], [-1.0, -0.6, -0.7], [0.0, 1.1, 2.6], [-0.5, -0.1, -0.8], [-1.6, 0.9, -1.6], [0.3, -1.4, 0.6], [-0.3, -0.3, 0.1], [-0.2, 0.1, 0.9], [0.0, 0.1, -0.5], [-0.7, 0.8, -0.3], [0.5, -0.7, -0.5], [-0.2, -0.1, -0.4], [0.4, -0.1, -0.3], [0.3, -0.2, -0.3], [0.2, -0.3, -0.6], [0.1, -0.3, -0.4], [-0.1, 0.7, 0.5], [0.6, 0.1, -0.7], [0.1, 0.1, 0.6], [0.3, 0.6, 0.3], [0.3, -0.4, -0.2], [1.0, -1.0, -1.4], [0.6, 0.8, 0.8], [0.7, -0.8, -0.2], [-2.9, 2.1, 0.0], [-1.5, 2.0, -1.7], [0.7, -2.2, 1.7], [2.6, -0.6, -0.1], [3.1, 0.5, -0.1], [-1.8, -1.4, -0.1], [-0.5, 0.1, -0.2], [0.4, 0.6, -0.1], [-0.1, -0.2, 0.6], [-0.1, 0.2, 0.7], [0.1, -0.7, -0.4], [0.1, 0.5, 0.1], [0.3, -1.0, 0.0], [0.0, 0.2, 0.3], [0.1, -0.2, 0.2], [-0.8, -0.3, -0.8], [-1.1, 0.9, 0.2], [-0.3, 0.4, 0.7], [-0.8, 0.4, -0.3], [-0.5, -0.4, -0.5], [0.9, 0.2, 0.6]],
  "mulliken_charge": [-0.7973, -0.4438, 0.3455, -1.1319, -0.2943, -0.8485, 0.1260, -0.4544, -0.6729, 0.3223, 0.3042, 0.2169, 0.0527, 0.3959, 0.3854, 0.2514, 0.3725, 0.2723, 0.5554, -0.1115, 0.2541, 0.2559, 0.2293, 0.3226, -0.6983, -0.3048, -1.1638, 0.8934, -0.4396, -0.3029, -0.5808, -0.3847, -0.7378, 0.3748, 0.1739, 0.3299, 0.3879, 0.4568, 0.1223, -0.4229, 0.4178, -0.4436, 0.7169, 0.2758, 0.5248, 0.3186, 0.2871, 0.2247, -0.5129, -0.4368, 0.2928, -0.1702, 0.1646, 0.7110, 0.4473, -0.6480, -0.8647, 0.1795, 0.2119, 0.2387, -0.2943, 0.0537, -0.0220, 0.2625, 0.4100, 0.0452, -0.9969, -0.0673, 0.2606, 0.2568, 0.3118, 0.2593, -2.1146, 0.6262, -0.5325, -0.8163, 0.6007, -0.7353, -0.3097, -0.4928, -0.0745, 0.4493, 0.6875, 0.6343, 0.1916, -0.2640, 0.5088, 0.4677, -0.4071, 0.5479, 0.3345, -0.0245, 0.3359, 0.3364, 0.0865, -0.0925, -0.7806, -0.3953, -0.5269, -0.7535, 0.1216, -1.2987, 0.1505, -0.4410, -0.1236, 0.2593, 0.2893, 0.3278, 0.3743, 0.3670, 0.3300, 0.4081, 0.1825, 0.4861, 0.4580, -0.0271, 0.3088, 0.1876, -0.2019, 0.3071, -0.4002, -0.4602, -0.4437, -0.6777, -0.3422, -0.2880, -0.6439, -0.3053, -0.7797, 0.2585, 0.1700, 0.2198, 0.3292, 0.3180, 0.3574, 0.3722, 0.2605, 0.2945, 0.2127, 0.3372, 0.3449, 0.2685, 0.2623, 0.3424, -0.7883, -0.3738, -0.4357, -0.4817, -0.2168, -0.8674, -0.2065, -0.3522, -0.7761, 0.2832, 0.3012, 0.3135, 0.3854, 0.2824, 0.4098, 0.1160, 0.2711, 0.3547, 0.3210, 0.2618, 0.3334, 0.2948, 0.3286, 0.2819, -0.4757, -0.2910, -0.6262, -0.2447, -0.3898, -0.6465, -0.7135, -0.3415, -0.6682, 0.2617, -0.0613, 0.4540, 0.3575, 0.2589, 0.1869, 0.3134, 0.2354, 0.3520, 0.3859, 0.4407, 0.4338, 0.2459, 0.2911, 0.2736, -0.3454, -0.3953, -0.6866, -0.2595, 0.0303, -0.5707, -0.7869, -0.2871, -0.6785, 0.3521, 0.1321, -0.0339, 0.6585, 0.2897, 0.3514, -0.1770, -0.0145, 0.3353, 0.4242, 0.5051, 0.3173, 0.3929, 0.2293, 0.1860, -0.6088, -0.3034, -0.1834, -0.7411, -0.1915, -0.6713, -0.5728, -0.3169, -0.7662, -0.0189, 0.3230, 0.3384, 0.0311, 0.5041, 0.6279, 0.0746, 0.2843, 0.3391, 0.3001, 0.4112, 0.3583, 0.2849, 0.2513, 0.3163, -0.8194, -0.2679, -1.0116, -0.0212, -0.2803, -0.0256, -1.0471, -0.1287, -0.9741, 0.3114, 0.3187, 0.2138, 0.4797, 0.3948, 0.3699, -0.0880, 0.2572, 0.5608, -0.1010, 0.4299, 0.4706, 0.2688, 0.3423, 0.3745, -0.8231, -0.2186, -0.0044, -1.0764, 0.2168, -0.8989, 0.3135, -0.4521, -0.4604, 0.3616, 0.1605, 0.3264, -0.3493, 0.5029, 0.5520, 0.3823, 0.0654, 0.4254, 0.1280, 0.3441, -0.1910, -0.1968, 0.3560, 0.4104]
}